[1]
The following is a DFT calculation (ωB97M-V/def2-TZVPD) of 10 unconnected molecules or ions with the total composition C22H64N4O10 in a non-equilibrium geometry.

The geometry in XYZ format:
```
100
Properties=species:S:1:pos:R:3:mulliken_charge:R:1
N -4.4658 0.2535 1.5387 -0.1034
C -5.1712 -0.7135 1.0436 0.3883
N -5.4357 -0.5764 -0.1973 -0.3914
O -5.4317 -1.8780 1.7383 -0.7921
H -4.3130 0.2406 2.5605 0.1755
H -4.2637 1.0937 1.0383 -0.0054
H -5.8414 -1.4386 -0.6376 0.2525
H -4.9857 0.0560 -0.7858 0.5244
N -1.7556 1.8952 -1.6088 -0.0160
C -3.0155 2.1548 -1.7633 0.4337
N -3.2588 3.1621 -2.5494 -0.3608
O -3.8881 1.3068 -1.2088 -0.6635
H -1.5314 1.1201 -0.9946 0.0077
H -1.0777 2.3629 -2.1558 0.1447
H -4.2426 3.4383 -2.6995 0.3184
H -2.6417 3.8454 -2.9850 0.1789
C -1.2868 -3.0036 -2.4750 0.0167
C -2.7496 -3.1820 -2.7596 -0.2481
C -3.6006 -2.1367 -2.0507 -0.3357
O -3.0734 -3.0865 -3.9500 -0.5684
H -1.0130 -3.5282 -1.5668 0.1709
H -1.1597 -1.9303 -2.2688 -0.7106
H -0.5631 -3.4016 -3.2316 0.3741
H -3.0317 -4.1260 -2.4036 0.3779
H -4.5323 -1.9751 -2.5544 0.4795
H -3.0790 -1.1537 -1.9947 -0.3207
H -3.8067 -2.4717 -1.0020 0.1913
H -3.8619 -3.5873 -4.1741 0.4194
C 3.4618 -2.4053 -0.0759 -1.4994
C 4.9156 -1.9634 0.2027 -0.1615
C 5.4990 -0.9309 -0.8220 -1.2261
O 5.1204 -1.4697 1.3046 -0.6324
H 3.3897 -2.8751 -1.0142 0.6319
H 2.7213 -1.5887 -0.0221 0.6727
H 3.2699 -3.2196 0.5413 0.5773
H 5.6118 -2.7813 0.1526 0.4900
H 4.9690 0.0177 -0.7967 0.0455
H 5.3219 -1.3387 -1.8090 0.4498
H 6.5577 -0.8053 -0.6579 0.3239
H 4.4966 -0.7474 1.4624 0.2675
C -2.8231 4.8292 0.8964 -1.5274
C -2.3573 3.6190 1.7163 1.5090
C -3.4746 3.2578 2.6939 -1.8163
O -2.0873 2.5843 1.0799 -0.0940
H -3.0708 5.5966 1.6693 0.4517
H -3.7055 4.6278 0.2388 0.2429
H -1.9692 5.0815 0.2794 0.4224
H -1.4177 3.8649 2.2285 -0.5782
H -3.4980 4.0081 3.4612 0.5452
H -3.2852 2.3303 3.1594 0.3222
H -4.4871 3.1923 2.3028 0.3790
H -2.0238 2.8269 0.1541 0.1521
C -1.2644 -0.6865 2.4630 -1.4571
C -0.6208 -0.6168 1.1102 0.9412
C 0.0008 -1.9905 0.6697 -0.8051
O -1.3448 -0.2164 0.1413 1.1807
H -0.6364 -1.2396 3.2197 0.3364
H -2.1428 -1.3279 2.2046 0.3478
H -1.5890 0.2443 2.8185 0.1760
H 0.1208 0.2073 1.1489 -0.6243
H -0.6523 -2.8160 0.5895 0.7771
H 0.8761 -2.1422 1.3133 0.6107
H 0.4468 -1.8450 -0.3337 -0.9004
H -2.1094 -0.7419 0.1067 -0.7448
C 4.5127 1.3953 2.7956 -2.2076
C 3.5472 1.5800 1.6760 1.2759
C 4.2396 2.3586 0.5710 -1.2398
O 3.0859 0.5740 1.1419 0.0307
H 4.7614 2.3420 3.2512 0.3848
H 5.3772 0.9800 2.3489 0.6955
H 4.1024 0.8025 3.5976 0.4208
H 2.7883 2.1015 2.1828 0.1949
H 5.0743 1.8155 0.1402 0.2402
H 4.5990 3.3272 0.8968 0.4656
H 3.6576 2.5100 -0.3484 0.3042
H 2.4951 0.8388 0.4632 -0.0883
C 1.8305 -1.3412 -2.7525 -1.0187
C 1.0808 -0.0466 -2.6961 1.1626
C 1.4113 0.6677 -1.4005 0.3256
O 1.3196 0.6663 -3.7084 -0.6217
H 1.3878 -2.0466 -2.0905 0.2892
H 2.9009 -1.1398 -2.4853 -0.0885
H 1.7367 -1.7675 -3.7584 0.5536
H -0.0066 -0.2244 -2.6417 -0.1592
H 2.3951 1.1499 -1.4997 0.7143
H 1.4035 -0.0323 -0.5898 -1.8064
H 0.6322 1.3524 -1.0814 0.2617
H 0.8424 1.4806 -3.6797 0.4195
C 2.2026 -5.3341 -0.8729 -0.7487
O 1.2395 -4.3426 -0.8962 -0.3719
H 3.1939 -5.0337 -1.2591 0.2668
H 1.8858 -6.1630 -1.4703 0.3228
H 2.3172 -5.7501 0.1574 0.2757
H 1.6049 -3.5514 -0.6045 -0.0700
C 0.4948 2.2674 3.6261 -0.3980
O 1.2369 3.5040 3.5299 -0.5576
H 1.1393 1.4603 3.9485 0.3805
H 0.1536 2.0050 2.6135 -0.1288
H -0.4185 2.3035 4.2549 0.3956
H 0.6329 4.0109 2.9409 0.4005
```

## Properties
structure (SMILES) = NC(N)=O.NC(N)=O.CC(C)O.CC(C)O.CC(C)O.CC(C)O.CC(C)O.CC(C)O.CO.CO
2S+1 = 1
DFT total energy = -50279.8088 eV
net charge = 0
E_LUMO = -0.0144 hartree
ΔE to the lowest compared entry with this formula, charge and spin = 753.98 kJ/mol

***

[2]
The following is a DFT calculation (ωB97M-V/def2-TZVPD) of a molecular structure, C22H64N4O9 in a non-equilibrium geometry.

The geometry in XYZ format:
```
99
Properties=species:S:1:pos:R:3:mulliken_charge:R:1
C 13.5267 -0.9403 -4.5069 0.2169
O 14.7959 -0.7096 -3.9510 -0.2178
H 12.9485 -1.4372 -3.7279 -1.0251
H 13.2823 0.0774 -4.8114 -1.4250
H 13.4886 -1.5520 -5.4082 -0.1212
H 14.9193 0.2187 -3.7401 0.4237
C 16.4496 1.0381 -3.3091 -1.2543
O 15.0216 1.2512 -3.4426 -0.1015
H 16.8346 0.6709 -4.2604 0.6232
H 16.8891 1.9309 -2.8643 0.1497
H 16.5182 0.1782 -2.6428 0.4522
H 14.6616 1.5954 -2.6219 0.4199
C 15.0012 -1.7729 -1.5407 -1.8216
O 14.9976 -2.3387 -2.8418 -0.7422
H 14.1299 -1.1374 -1.3822 1.0842
H 15.0098 -2.5440 -0.7704 0.4305
H 15.8452 -1.1089 -1.3540 0.5434
H 14.9704 -1.5891 -3.4409 1.2864
C 12.1669 -0.6573 -7.1283 0.5495
O 13.2957 -1.3141 -7.8265 -0.5964
H 12.4379 0.3844 -6.9569 0.0710
H 11.2471 -0.7823 -7.6996 0.4795
H 11.9309 -1.1360 -6.1779 -0.5874
H 14.1420 -1.0815 -7.4378 0.3950
C 17.5907 1.6779 2.2080 -0.7546
O 18.0079 1.7821 0.8592 -0.4507
C 16.9297 1.3998 -0.0256 -0.1053
C 15.7558 2.4375 -0.1651 -1.0280
N 14.7230 2.2313 -1.1910 -0.1532
C 13.9171 0.9925 -1.0496 -1.5328
C 12.5731 1.0629 -1.8618 0.4622
O 12.7431 1.1224 -3.2815 0.1052
C 11.4245 1.1134 -3.8887 -0.5238
H 18.3560 1.7404 2.9817 0.3277
H 17.0050 0.8476 2.6026 0.2837
H 16.9538 2.5552 2.3213 0.3106
H 16.4243 0.4409 0.0889 0.4700
H 17.2938 1.3005 -1.0482 -0.0189
H 16.1439 3.4421 -0.3332 0.2577
H 15.2333 2.4585 0.7912 0.5927
H 14.0867 3.0146 -1.2324 0.2659
H 13.6962 0.9206 0.0154 0.5862
H 14.4932 0.0762 -1.1788 -1.0365
H 11.9152 1.8570 -1.5088 0.9525
H 12.0359 0.2149 -1.4371 -0.6797
H 10.9564 2.0279 -3.5243 0.7994
H 10.7278 0.4580 -3.3660 -0.6042
H 11.3661 0.9520 -4.9651 -0.0286
C 8.5965 1.5358 -0.4979 -1.6320
C 9.1452 0.6919 -1.6797 1.2489
C 10.2763 -0.3292 -1.2907 -0.7089
O 10.8997 -1.0260 -2.3870 -0.1293
C 11.9327 -1.8388 -1.9250 -0.8793
N 8.1428 -0.0333 -2.4260 -0.7634
H 8.0323 0.9908 0.2589 0.3876
H 8.0208 2.3941 -0.8445 0.3871
H 9.4089 2.0156 0.0479 0.3435
H 9.5579 1.4507 -2.3446 0.0783
H 9.7958 -0.9438 -0.5295 0.5008
H 11.0226 0.2027 -0.7006 0.2134
H 11.5562 -2.7394 -1.4399 0.5843
H 12.7720 -1.3682 -1.4129 0.6713
H 12.5071 -2.1099 -2.8108 0.9822
H 8.6987 -0.4398 -3.1648 0.2584
H 7.5646 0.5814 -2.9810 0.3069
C 10.9376 -6.1281 -6.6821 -1.3653
C 11.6231 -4.8210 -7.1464 0.5124
C 12.3726 -4.1028 -6.0445 0.2586
O 11.4378 -3.9386 -5.0389 -0.3273
C 11.7659 -2.9813 -4.0660 -1.3325
N 12.5022 -5.0428 -8.3292 -0.8437
H 10.1715 -5.9153 -5.9365 0.2842
H 11.7181 -6.7100 -6.1918 0.3326
H 10.6159 -6.8111 -7.4684 0.3805
H 10.8108 -4.1329 -7.3805 0.1843
H 12.8335 -3.1996 -6.4444 -0.2388
H 13.2175 -4.6425 -5.6168 0.3488
H 11.0601 -2.9814 -3.2354 0.3891
H 11.5247 -1.9692 -4.3910 0.6221
H 12.7858 -3.1051 -3.7020 0.8487
H 11.9229 -4.9663 -9.1530 0.2866
H 12.9898 -4.1689 -8.4660 0.3090
C 15.6233 1.8015 -5.3095 -1.4672
C 14.4110 2.2930 -6.0526 2.5591
C 14.3890 3.7946 -6.4041 -1.3698
O 13.2568 4.1671 -7.1890 -0.3864
C 13.3618 5.5481 -7.5647 -0.7933
N 14.3000 1.6616 -7.3592 -0.7125
H 15.7530 0.7231 -5.4001 0.0307
H 15.8344 2.2448 -4.3363 -0.0230
H 16.5100 2.1415 -5.8446 0.5458
H 13.4533 2.0782 -5.5784 -0.9827
H 15.2250 4.0518 -7.0546 0.6023
H 14.5396 4.4376 -5.5369 0.5662
H 13.7424 5.4345 -8.5797 0.2866
H 14.0186 6.1230 -6.9118 0.3335
H 12.4309 6.1121 -7.6234 0.2408
H 13.3957 1.2121 -7.3425 -0.0454
H 14.2152 2.4756 -7.9510 0.3857
```

## Properties
2S+1 = 1
DFT total energy = -48217.8481 eV
net charge = 0
E_LUMO = 0.0072 hartree
ΔE to the lowest compared entry with this formula, charge and spin = 1638.06 kJ/mol

***

[3]
The following is a DFT calculation (ωB97M-V/def2-TZVPD) of 10 unconnected molecules or ions with the total composition C22H64N8O10 in a non-equilibrium geometry.

The geometry in XYZ format:
```
104
Properties=species:S:1:pos:R:3:mulliken_charge:R:1
N 2.8594 -2.4871 5.8354 -0.4067
C 2.5934 -1.2355 5.3893 0.6152
N 3.0422 -1.0417 4.1325 -0.3014
O 2.1282 -0.3356 6.0770 -0.6397
H 3.0908 -3.3396 5.3654 0.1746
H 2.5939 -2.4986 6.8110 0.2476
H 2.6978 -0.2374 3.6328 0.1119
H 3.3798 -1.7903 3.5541 0.2172
N 0.8771 0.9203 -3.6868 -0.0920
C 1.7413 0.1446 -4.3952 0.4950
N 1.2148 -1.1060 -4.4896 -0.2015
O 2.7196 0.5857 -4.9940 -0.6863
H 0.0716 0.4392 -3.3364 -0.1757
H 1.0513 1.9108 -3.6649 0.1723
H 0.3894 -1.3978 -3.9875 0.2092
H 1.8091 -1.8716 -4.7671 0.2529
N -2.3026 3.8956 4.8667 -0.4194
C -2.0930 3.8923 3.5327 0.6922
N -2.5066 2.7463 2.9150 -0.3632
O -1.4305 4.7053 2.9111 -0.6109
H -2.8862 3.2276 5.3339 0.1636
H -1.7938 4.5660 5.4158 0.2214
H -2.2819 2.6257 1.9436 0.1123
H -2.7587 2.0113 3.5516 0.1862
N 5.4767 -1.9274 -2.4192 -0.3080
C 5.3693 -0.8175 -1.6115 0.6393
N 4.7649 0.2302 -2.1937 -0.2174
O 5.9569 -0.7168 -0.5413 -0.6828
H 5.9396 -2.7851 -2.1890 0.1975
H 5.0343 -1.8373 -3.3173 0.1447
H 4.3419 -0.0247 -3.0739 0.0418
H 4.7469 1.1896 -1.9097 0.2007
C 2.2500 2.9997 3.8615 -0.3951
C 3.2328 3.7517 3.0010 0.5751
C 2.7101 4.8570 2.1112 -1.2355
O 4.2604 4.2902 3.8580 -0.5686
H 1.9493 3.5899 4.7270 0.4065
H 2.7452 2.0934 4.2087 0.0561
H 1.3947 2.7863 3.2188 -0.1194
H 3.5805 2.9952 2.2866 0.0301
H 3.5487 5.4858 1.8096 0.3594
H 1.9887 5.5395 2.5655 0.2585
H 2.2120 4.4308 1.2381 0.2756
H 5.0270 4.2713 3.2750 0.3861
C -3.3067 -2.2585 0.4277 -0.7168
C -4.7568 -2.2233 0.9518 0.4348
C -4.9817 -2.9874 2.2640 -1.3735
O -5.2364 -0.9253 1.0068 -0.5339
H -3.0553 -1.4505 -0.2590 -0.3023
H -3.0910 -3.2658 0.0760 0.4311
H -2.6404 -2.0225 1.2636 0.5218
H -5.3213 -2.7707 0.1816 0.1683
H -5.9253 -2.6387 2.6866 0.3800
H -4.2846 -2.5838 3.0075 0.3317
H -4.7835 -4.0561 2.2337 0.3612
H -6.1879 -0.9725 1.1389 0.3545
C 1.6889 -4.6756 0.4818 -1.0652
C 2.4257 -4.4724 -0.8314 0.2842
C 2.0923 -3.1468 -1.4700 0.4184
O 3.8110 -4.5172 -0.5437 -0.5434
H 0.6040 -4.5439 0.4601 0.3173
H 1.9493 -3.9486 1.2591 0.1297
H 1.9275 -5.6386 0.9341 0.3350
H 2.1106 -5.2633 -1.5120 0.3160
H 2.5122 -2.2680 -0.9722 -0.5414
H 1.0345 -2.8653 -1.4370 -0.1649
H 2.3496 -3.0199 -2.5224 0.2364
H 4.0839 -3.8212 0.0598 0.3427
C -0.1320 -0.5472 0.0251 0.1196
C 0.9206 0.2677 0.8316 0.5761
C 2.3090 0.5504 0.3102 -0.7725
O 0.2407 1.5416 0.9766 -0.3558
H 0.0614 -0.5621 -1.0499 -0.3594
H -1.1539 -0.3173 0.3041 0.0567
H 0.1034 -1.5907 0.2652 0.0991
H 0.8410 -0.2841 1.7734 0.2254
H 2.8765 1.2613 0.9018 -0.1649
H 2.1730 0.8371 -0.7356 0.3288
H 2.7967 -0.4168 0.1578 0.1220
H 0.0891 1.7820 1.8949 0.0517
C -4.3740 2.3215 -2.8965 -0.9716
C -3.5432 3.3443 -2.1223 0.2369
C -2.4933 2.5404 -1.3528 -0.7061
O -2.9228 4.3818 -2.9067 -0.5785
H -4.7622 1.5750 -2.2037 0.2772
H -3.7528 1.8748 -3.6724 0.0462
H -5.2545 2.7360 -3.3936 0.4391
H -4.2002 3.8672 -1.4235 0.2932
H -1.9106 3.1969 -0.7020 0.4889
H -1.7542 1.9988 -1.9437 -0.0502
H -2.9916 1.8499 -0.6704 0.1900
H -3.6235 5.0136 -3.0917 0.3413
C -2.4560 -0.4459 -4.8024 -1.6131
C -2.5747 -1.0697 -3.4155 1.3561
C -3.7092 -2.0943 -3.2341 -1.2889
O -1.2533 -1.5674 -3.0639 -0.4318
H -3.1904 0.3251 -5.0438 0.3926
H -2.4660 -1.1573 -5.6314 0.3678
H -1.5686 0.1362 -5.0651 0.3158
H -2.5624 -0.3030 -2.6348 -0.3756
H -3.5923 -2.7022 -2.3367 0.2973
H -3.8019 -2.7450 -4.1058 0.3792
H -4.7047 -1.6535 -3.1666 0.3656
H -1.4183 -2.3408 -2.5132 0.1606
```

## Properties
structure (SMILES) = NC(N)=O.NC(N)=O.NC(N)=O.NC(N)=O.CC(C)O.CC(C)O.CC(C)O.CC(C)O.CC(C)O.CC(C)O
2S+1 = 1
DFT total energy = -56249.1799 eV
net charge = 0
E_LUMO = 0.0019 hartree
ΔE to the lowest compared entry with this formula, charge and spin = 214.65 kJ/mol

***

[4]
The following is a DFT calculation (ωB97M-V/def2-TZVPD) of a molecular structure, C22H65B3O28P6 in a non-equilibrium geometry.

The geometry in XYZ format:
```
124
Properties=species:S:1:pos:R:3:mulliken_charge:R:1
O 0.3730 4.7852 5.5938 -0.5016
C 0.8994 5.5063 4.4879 -0.3486
C 2.2061 4.9632 3.9678 -0.7903
C 2.1039 3.6643 3.1767 -0.7801
C 1.2962 2.5329 3.8413 -0.1818
B 1.9798 1.9808 5.1333 0.8206
O 3.3626 2.0118 5.2646 -0.6123
B 3.8398 1.2861 6.3288 0.6067
O 3.1091 0.1976 6.7602 -0.4290
B 1.8359 0.6517 7.0516 0.5227
O 1.1791 1.4264 6.1296 -0.6103
H 0.2534 5.3661 6.3454 0.3281
H 1.1027 6.5287 4.8193 0.4019
H 0.1900 5.6122 3.6644 0.2399
H 2.5945 5.7255 3.2884 0.3943
H 2.9634 4.8523 4.7445 0.3273
H 1.6653 3.8695 2.1994 0.4489
H 3.1065 3.2642 3.0311 0.3181
H 1.2471 1.7080 3.1232 -0.1921
H 0.2813 2.8455 4.0714 0.2866
H 4.8358 1.6179 6.8846 -0.1225
H 1.2970 0.3835 8.0754 -0.1248
C -5.7781 9.3675 3.1918 -0.5584
O -5.0390 8.8377 4.3012 -0.4079
P -3.5028 8.4201 3.9872 0.8493
O -2.9660 9.6224 3.3148 -0.6924
O -3.8534 7.1993 2.9771 -0.0321
C -4.8302 6.2266 3.3793 -0.8330
O -2.1305 7.7062 4.4964 -0.0085
C -1.4520 8.3065 5.6201 -0.6713
H -5.8534 10.4460 3.3042 0.2611
H -5.3150 9.1317 2.2374 0.2084
H -6.7737 8.9262 3.2267 0.2592
H -5.6373 6.2211 2.6472 0.2378
H -5.2533 6.4422 4.3588 0.4120
H -4.3596 5.2449 3.4004 0.2726
H -2.0924 8.3350 6.5003 0.3398
H -1.1231 9.3148 5.3687 0.3635
H -0.5770 7.7000 5.8340 0.0178
C -1.1215 0.5200 -3.3994 -0.5694
O -0.0676 0.0360 -2.5590 -0.3605
P -0.2188 0.3714 -0.9480 1.1048
O -1.6287 -0.1159 -0.8196 -0.7465
O -0.1263 1.9841 -1.0980 -0.2768
C 1.0194 2.5698 -1.7342 -0.7601
O 0.0675 0.4053 0.6681 -0.0881
C 0.2694 -0.8563 1.3421 -0.7169
H -1.7669 -0.3139 -3.6656 0.2787
H -1.7097 1.2966 -2.9200 0.1626
H -0.6580 0.9252 -4.2999 0.2671
H 0.6818 3.1465 -2.5946 0.2370
H 1.7332 1.8217 -2.0781 0.3563
H 1.5123 3.2360 -1.0280 0.2121
H 1.0961 -1.4118 0.9018 0.3635
H -0.6417 -1.4515 1.2970 0.3048
H 0.5078 -0.6348 2.3790 0.2105
C -4.0350 7.4283 -0.6318 -0.7382
O -3.0761 6.9501 -1.5984 -0.3708
P -3.7628 6.1055 -2.7983 1.0820
O -4.8447 6.9482 -3.3290 -0.7075
O -4.3250 4.8946 -1.8946 -0.4311
C -3.5348 4.2048 -0.9244 -0.6882
O -3.3398 5.1065 -4.0018 -0.1646
C -2.5825 5.6634 -5.0967 -0.7491
H -4.2277 8.4836 -0.8102 0.3274
H -4.9678 6.8740 -0.6857 0.3886
H -3.6013 7.3091 0.3606 0.2267
H -3.9990 4.3206 0.0548 0.2868
H -2.5169 4.5912 -0.8753 0.3337
H -3.5036 3.1467 -1.1796 0.2908
H -1.6537 6.1114 -4.7448 0.3215
H -3.1767 6.4092 -5.6241 0.3354
H -2.3435 4.8484 -5.7740 0.2312
C 4.2608 -6.5011 0.4809 -0.8186
O 3.3138 -6.3343 -0.5787 -0.3954
P 2.7367 -4.8060 -0.8012 1.3616
O 4.0712 -4.1257 -0.8477 -0.7117
O 2.0248 -4.7470 0.6577 -0.4045
C 1.0393 -5.7243 1.0348 -0.7607
O 1.8723 -3.4635 -1.2579 -0.0005
C 1.9063 -3.0661 -2.6409 -0.5234
H 5.2565 -6.5902 0.0500 0.2183
H 4.2420 -5.6772 1.1879 0.3847
H 4.0052 -7.4253 0.9993 0.2816
H 1.3832 -6.2308 1.9354 0.3060
H 0.8746 -6.4720 0.2616 0.3411
H 0.1004 -5.2158 1.2450 0.2493
H 1.5542 -3.8680 -3.2901 0.2960
H 2.9151 -2.7722 -2.9329 0.2967
H 1.2383 -2.2137 -2.7494 0.0371
C -5.4255 -6.8814 -2.4555 -0.7109
O -4.1651 -6.2402 -2.7014 -0.3708
P -2.9740 -6.6383 -1.6968 0.8141
O -2.9165 -8.1038 -1.6356 -0.6962
O -3.6089 -5.9796 -0.3623 -0.3903
C -4.1979 -4.6740 -0.3982 -0.7073
O -1.4901 -6.1064 -1.3212 0.1556
C -0.4486 -6.2572 -2.3030 -0.3522
H -5.5690 -7.6678 -3.1923 0.2655
H -5.4847 -7.3019 -1.4552 0.3620
H -6.2001 -6.1251 -2.5738 0.2612
H -5.2366 -4.7529 -0.0791 0.2700
H -4.1731 -4.2341 -1.3936 0.3644
H -3.6602 -4.0266 0.2922 0.2513
H -0.7041 -5.7499 -3.2325 0.4201
H -0.2457 -7.3101 -2.4971 0.3925
H 0.4386 -5.7884 -1.8818 -0.3587
C 5.3646 -5.9766 -3.0973 -0.6803
O 5.5623 -6.3841 -4.4652 -0.3990
P 5.2415 -7.9262 -4.7756 1.1260
O 3.9047 -8.2167 -4.2364 -0.6627
O 6.4296 -8.5639 -3.8775 -0.3811
C 7.7494 -8.0172 -3.9171 -0.7042
O 5.4949 -8.9826 -5.9720 -0.2726
C 4.7805 -8.7788 -7.2096 -0.7020
H 4.4421 -5.4145 -3.0300 0.1502
H 5.3324 -6.8166 -2.4098 0.3447
H 6.1961 -5.3296 -2.8241 0.3667
H 8.0276 -7.7051 -2.9107 0.2427
H 7.8233 -7.1559 -4.5794 0.3426
H 8.4395 -8.7893 -4.2547 0.2748
H 4.9986 -7.7986 -7.6323 0.3077
H 3.7080 -8.8821 -7.0461 0.3111
H 5.1140 -9.5423 -7.9062 0.2341
```

## Properties
2S+1 = 1
DFT total energy = -138966.7317 eV
net charge = 0
E_LUMO = -0.0705 hartree